ORCA calculation (ωB97M-V with the def2-TZVPD basis set) on a molecular structure, C43H54N5O11P2SW in a non-equilibrium geometry.

The value obtained for the HOMO-LUMO gap (alpha / beta) is 5.5 / 7.4 eV. The spin multiplicity is 3. For the LUMO energy (alpha / beta), the calculation gives -3.23 / -3.35 eV. The value obtained for the HOMO energy (alpha / beta) is -8.7 / -10.8 eV. The total charge is +1. Its expectation value of S² is 2.059.

Each line ends with the Mulliken charge.
Atoms and positions in Å:
H -2.882714 -1.239953 2.588459  0.021
C -0.411118 -2.215715 4.492161  -1.493
C 1.495829 3.893697 -1.401382  -0.887
H -3.419628 2.348695 3.291334  0.307
H 4.361223 -6.029402 -0.160460  0.493
C 1.418602 -0.075782 3.943301  -1.180
H -2.158521 2.554587 -2.653800  0.374
H -5.038001 1.861629 2.805775  0.565
H -1.725672 5.929984 3.309500  0.513
C 3.949011 -5.443443 -0.965713  -0.827
H -0.704199 3.262394 -3.385095  0.438
O -0.400536 -1.199058 2.031414  -0.529
C -2.072087 -0.708840 -1.211513  -0.620
C 2.798589 -4.701726 -0.756368  -0.170
H 3.123783 1.392558 0.970803  0.351
C -1.456612 -6.392611 -1.498798  -0.891
H 2.140604 0.411835 3.294196  0.140
S 0.766568 -2.965149 -1.602985  0.289
H -4.013437 2.770164 1.681469  0.262
C -4.875279 -3.410034 -2.883192  -0.764
H 3.033538 -0.672823 -4.258976  0.382
C 2.922348 -0.998870 0.268572  1.322
H 0.224718 -2.612238 5.276598  0.467
H -4.076193 -0.725219 0.379563  0.354
C -1.966414 4.935995 2.941561  -1.798
H -3.578853 -0.324230 -3.394756  0.486
H -1.756040 5.271580 0.187170  0.247
C 3.352869 3.263341 -0.037185  -1.248
H -4.384768 -4.686681 -1.236046  0.500
W 0.206443 -0.092560 0.371694  1.301
C 0.469688 4.413313 2.681104  -1.430
C -1.012497 -4.236635 -3.180220  -0.175
H -1.480042 4.067601 -2.022682  0.385
O 1.877658 -0.621936 1.050089  -0.127
C -4.317370 0.284552 0.692729  -1.932
C -3.476981 -0.404461 2.955740  -1.378
C 4.848521 -1.467477 -2.488163  0.394
C 2.256683 -3.981458 -1.802519  0.758
O -1.252136 -1.147090 -0.271895  0.006
C 4.571215 -5.429335 -2.203081  -0.692
C -4.019259 2.008819 2.456760  -1.614
H 2.427174 -3.402180 -3.854229  0.405
C 2.677373 2.107995 0.290474  -0.463
H 5.476627 -5.995237 -2.357282  0.420
H -2.355003 -5.197801 -4.536395  0.507
C -2.076173 -6.332882 -2.737344  -0.787
H 1.869270 -3.505520 3.554486  0.753
C -3.056839 -1.617702 -1.786748  0.356
O 5.262884 -1.571901 -3.630954  -0.621
H -0.725667 6.406246 1.062470  0.510
N 2.691044 -0.638646 -3.309433  0.001
H 0.468379 -0.634561 -4.717316  0.593
H 3.263332 5.076451 -1.210329  0.498
C 3.509064 -0.962874 -2.248585  0.804
H 0.663865 0.644018 4.255894  0.190
C -1.865872 -5.249871 -3.576196  -0.621
H 0.820037 5.420970 2.895354  0.447
C 2.750412 4.170608 -0.924365  -0.736
H -2.033652 4.256339 3.783453  0.324
C 1.786328 -2.810700 2.722918  -0.764
H -4.137337 0.954462 -0.143010  0.374
H -5.372630 0.321604 0.952592  0.595
H -4.488845 -0.749777 3.147863  0.508
P -1.056693 1.777399 2.277013  0.235
C -0.834693 5.369547 0.754225  -1.421
C -3.281182 -2.857887 -1.178891  0.382
O 0.680921 -2.617514 -0.137997  0.101
H 1.205238 3.912074 2.055138  0.147
O -2.085082 0.854868 1.430229  0.676
O -1.244212 1.794335 3.731838  -0.966
C -1.240156 3.096549 -2.451475  -1.971
H 5.092315 -1.712515 -0.565539  0.383
O -1.226082 3.143243 1.469946  -0.208
H -0.605632 -0.329312 -3.333300  0.043
C 2.868645 -3.968058 -3.047248  -0.579
H -1.018531 -3.018719 4.079561  0.347
H 4.541859 -4.639388 -4.195224  0.481
C -3.482025 0.696813 1.902111  1.773
H -5.154625 -1.946985 -4.420900  0.469
C -0.380817 -4.313974 -1.949003  1.008
H -1.620828 -7.239055 -0.849626  0.461
P 0.596420 -1.495061 3.151241  1.421
H 1.410695 -3.325149 1.838787  -0.392
H -2.725873 -3.108039 -0.285453  0.401
C 0.339565 -0.059351 -3.802556  -1.310
C -3.760298 -1.286556 -2.946456  -0.872
H 2.325785 -4.674672 0.211383  0.145
C 0.850616 2.686797 -1.034616  0.628
O 5.570757 -1.820670 -1.428613  -0.568
N 1.388790 -0.398756 -1.541560  0.599
H 0.001930 5.100432 0.117081  0.203
H 0.986622 4.570585 -2.068559  0.553
N -0.834195 1.097380 -1.014664  1.511
H 0.295489 0.996387 -4.064799  0.184
C -4.196673 -3.738906 -1.719254  -0.863
N -1.908565 0.513572 -1.641421  -1.019
H 0.375009 3.862521 3.612366  0.393
C -0.882969 4.457551 1.980153  1.461
H -5.575812 -4.109748 -3.310752  0.443
C 1.470016 -0.325097 -2.879588  -0.086
C -4.647720 -2.188085 -3.499433  -0.910
C 4.039034 -4.682390 -3.241988  -0.791
N 1.476462 1.774848 -0.206553  0.673
H -0.815851 -3.389212 -3.818781  0.280
H -2.724362 -7.135193 -3.052701  0.455
O 3.985122 -1.448259 0.746150  -0.919
H 2.772308 -2.411236 2.488958  0.205
C 2.682453 -0.804630 -1.109234  -1.722
H 4.330557 3.455761 0.369917  0.585
H -3.038616 -0.033062 3.877110  0.341
H -0.106133 -5.409927 -0.142417  0.380
O 0.283321 1.190514 1.802803  0.479
H -2.928954 4.973197 2.439931  0.326
C -0.603879 -5.378067 -1.098318  -0.193
H -1.071702 -1.466746 4.920374  0.325
C -0.422954 2.295004 -1.491667  0.736
H 1.929933 -0.464803 4.819489  0.665

Cartesian forces (eV/Å) of the 3 atoms listed first:
H -0.016 -0.068 -0.002
C 0.211 0.250 -0.466
C -0.290 -0.547 -0.015

***

ORCA calculation (ωB97M-V with the def2-TZVPD basis set) on 5 unconnected molecules or ions with the total composition C28H63ClNO8S in a non-equilibrium geometry.

The value obtained for the HOMO-LUMO gap is 6.1 eV. For the LUMO energy, the calculation gives 2.01 eV. The value obtained for the HOMO energy is -4.1 eV. The total charge is -1.

Each line ends with the Mulliken charge.
Atoms and positions in Å:
S -4.067958 -1.050295 1.150519  1.060
O 0.324132 5.579816 -1.044861  -0.779
H 7.375914 -3.035115 -5.478284  0.403
H 2.500392 2.053773 -6.150485  0.334
H 3.840268 1.156214 -6.888063  0.385
H 3.513217 0.457866 -4.543314  0.205
H 7.536547 -1.168141 -2.249837  0.333
H -10.420973 1.221089 3.496180  0.299
C 6.527748 -1.179187 -4.787007  -0.138
C 2.596174 3.008269 -0.194874  -1.440
H -1.705330 -4.072530 5.479751  0.253
C -8.369151 -0.293405 2.625783  -1.005
C 0.509154 -0.491924 -5.498087  -0.352
C 2.828061 0.095139 -5.309782  0.012
H 0.915359 -2.601922 -5.298146  0.303
H 6.428090 -3.180019 -3.987024  0.308
H 8.804287 0.162086 -4.012754  0.277
H 0.001741 -4.394439 2.954396  0.334
H 8.047855 -2.490215 -3.942825  0.292
H -3.889117 0.101383 -0.893177  0.501
H 1.626094 -6.345450 6.151634  0.284
H 7.866921 1.585443 -3.566493  0.303
H -1.393263 4.118789 0.552938  0.325
H 0.744598 3.053541 -2.157958  0.384
H 2.268881 -0.263721 -0.990349  0.228
C 1.075143 3.420339 -0.157538  1.199
C 0.824970 -5.731806 6.566281  -1.041
H -8.455422 0.208695 1.661078  0.249
C 2.833547 1.067980 -6.477050  -1.223
H -2.153006 2.745766 -1.019478  0.360
H 8.981563 0.851251 -2.400630  0.410
H 2.927881 2.920072 0.832153  0.149
H -0.123684 -6.173721 6.258837  0.277
H -0.368122 -0.520796 -4.851068  0.294
C 2.634787 0.301144 1.034127  -1.091
C -0.812305 3.982748 1.456735  -1.761
C -0.314267 1.593470 -1.143662  0.334
C 7.139893 -0.233590 -2.663541  -0.263
Cl -2.670462 -1.159452 2.626441  -0.194
C 2.951886 0.394442 -0.461472  -0.397
H -0.176609 1.089262 -2.100668  0.102
H -6.766587 0.932789 3.328160  0.226
H 3.200233 -0.890234 -5.616350  0.178
H 1.562643 0.318184 1.196392  0.055
H 3.161593 1.021971 1.644127  0.269
H 2.965621 -0.679349 1.377203  0.487
H -9.368041 -0.629727 2.913550  0.339
H -1.375018 -2.815899 4.293444  0.132
C -1.466790 -3.892848 4.429938  -0.852
C 0.434942 3.126954 1.204949  -0.850
H 1.179041 3.450879 1.924774  0.679
C 0.739732 -1.872631 -6.090277  -1.100
O 1.566373 -0.032913 -4.680586  -0.338
H 6.641536 0.281505 -1.842397  0.267
H -0.536199 4.933887 1.886477  0.428
H 0.271416 2.066684 1.387712  0.132
H 2.171671 0.746972 -7.283606  0.302
N 0.278913 2.923321 -1.277567  -0.156
C -7.762283 0.639547 3.656133  -0.206
H -1.452027 3.482366 2.191903  0.412
H -2.305999 -4.249554 3.832527  0.458
H 3.118920 3.868336 -0.594448  0.672
C 7.131936 -2.549772 -4.532181  -1.180
H -1.644407 0.386458 0.752218  0.389
O 6.124336 -0.504666 -3.610777  -0.307
O -4.003612 -2.201301 0.307925  -0.611
H -7.634481 0.126437 4.616254  0.229
H 0.290850 0.237035 -6.287090  0.345
C 3.003069 1.830868 -1.080270  -0.275
H -2.561421 1.874257 1.075596  0.050
H -2.334062 1.204307 -1.770477  0.563
H 1.602949 -1.893371 -6.757252  0.248
H 0.183720 -3.664012 6.545403  0.304
C -2.374934 1.084701 0.361463  -0.127
C -1.838694 1.715267 -0.942875  -1.250
O -5.330825 -0.880643 1.798177  -0.453
H -9.411867 1.549420 6.376943  0.281
H -7.741166 -1.173607 2.504278  0.371
H -11.029052 1.003204 5.897841  0.383
H 3.930909 -0.060692 -0.603860  0.395
C -9.820529 1.721939 4.264792  -0.319
H 1.917359 -3.892160 6.439201  0.332
H 0.876465 -5.779171 7.654823  0.386
C -3.735186 0.402560 0.135066  -0.749
H 0.168437 0.959770 -0.403051  -0.427
H 2.456518 1.802230 -2.017510  0.014
O -8.481285 1.851338 3.837049  -0.431
H -0.132881 -2.185059 -6.665679  0.399
C 0.962325 -4.292472 6.098251  -0.320
H 4.035917 2.005181 -1.375815  0.469
H 7.212920 -0.552520 -5.369988  0.298
C -0.186088 -4.592213 4.009662  -0.392
H -4.524370 1.093048 0.403537  0.370
H 5.624089 -1.290876 -5.387036  0.157
H -10.202479 2.740764 4.342173  0.335
C 1.091258 5.000680 -0.239079  0.297
H -9.619959 -0.005178 5.575645  0.259
H -0.288780 -5.679363 4.108590  0.277
O 0.970069 -4.142217 4.692704  -0.428
O 1.893548 5.539395 0.571779  -0.746
C 8.263812 0.640292 -3.193910  -1.170
C -9.977885 1.024529 5.606035  -1.010

Cartesian forces (eV/Å) of the 3 atoms listed first:
S -1.728 -0.229 -1.185
O 0.451 -0.586 0.323
H -0.022 0.004 -0.012

***

Asked for DFT total energy across the records above, the calculation gives -106681.90346, -71284.21180 eV in order.
Asked for energy relative to the best compared isomer or geometry (same formula, charge and spin) across the records above, the calculation gives 56.8, 0.0 kcal per mole in order.